(1)
Molecular formula: C81H180BF4N9
Method: DFT, wB97M-V/def2-TZVPD

spin multiplicity	1
E_tot	-111797.595	eV
lowest unoccupied orbital energy	-10.41	eV
total charge	+8
HOMO	-19.3	eV
orbital gap	8.92	eV
energy above the lowest of the compared OMol25 structures with the same formula, charge and spin	0.0	kJ/mol
maximum force	3.4	eV Å⁻¹

Last column: Löwdin charge in e.
Geometry (Å):
C1 2.46117 -4.01541 -8.59251  -0.086
C2 2.90205 -5.34768 -7.97055  -0.215
C3 3.53975 -5.11830 -6.55294  -0.105
N1 4.25366 -6.32451 -5.84161  -0.193
C4 3.31687 -7.54315 -5.61230  -0.117
C5 2.23185 -7.25321 -4.65005  -0.184
C6 2.78435 -6.90850 -3.26518  -0.172
C7 3.76209 -5.72501 -3.39664  -0.163
C8 4.84743 -5.89958 -4.48220  -0.103
C9 5.50289 -6.79322 -6.74483  0.061
H1 1.81842 -3.58081 -7.82695  0.073
H2 1.93707 -4.27900 -9.51117  0.092
H3 3.29764 -3.33861 -8.76676  0.079
H4 3.67496 -5.71500 -8.64568  0.106
H5 2.08158 -6.05824 -7.87052  0.114
H6 2.80911 -4.67098 -5.87901  0.115
H7 4.31587 -4.35486 -6.60661  0.122
H8 2.88821 -7.85177 -6.56578  0.133
H9 3.80871 -8.43941 -5.23427  0.147
H10 1.75202 -6.33379 -4.98553  0.111
H11 1.48555 -8.04261 -4.56061  0.140
H12 1.94115 -6.69587 -2.60798  0.123
H13 3.20612 -7.80285 -2.80653  0.120
H14 3.21905 -4.79573 -3.56879  0.111
H15 4.23740 -5.59095 -2.42494  0.119
H16 5.37059 -4.94859 -4.58233  0.131
H17 5.43427 -6.73263 -4.09523  0.134
H18 6.12553 -5.93271 -6.98964  0.104
H19 5.06882 -7.28335 -7.61630  0.099
H20 6.11603 -7.53562 -6.23394  0.103
C10 -6.73069 1.33735 3.71820  -0.083
C11 -7.65232 1.44289 2.47992  -0.226
C12 -9.12974 1.26157 2.71525  -0.122
N2 -10.13069 2.45001 2.43194  -0.227
C13 -11.59537 1.89523 2.75709  -0.037
C14 -11.87830 1.86867 4.34177  -0.128
C15 -11.58203 3.25036 4.94531  -0.161
C16 -10.10099 3.62781 4.68529  -0.164
C17 -9.72623 3.75298 3.20206  -0.066
C18 -10.08892 2.77925 0.96199  -0.003
H21 -5.83802 1.91521 3.47878  0.076
H22 -6.39474 0.31999 3.91875  0.076
H23 -7.15629 1.80472 4.60620  0.071
H24 -7.21267 0.75382 1.75882  0.117
H25 -7.46993 2.45557 2.12033  0.093
H26 -9.32599 0.98891 3.75220  0.112
H27 -9.50406 0.33499 2.28002  0.129
H28 -11.81415 0.90757 2.35122  0.129
H29 -12.23017 2.63847 2.27469  0.127
H30 -11.39232 0.99999 4.78597  0.107
H31 -12.94221 1.64940 4.43179  0.122
H32 -11.76701 3.40579 6.00819  0.126
H33 -12.10948 4.07620 4.46791  0.123
H34 -9.47737 2.83869 5.10537  0.099
H35 -9.79863 4.48802 5.28255  0.129
H36 -8.64425 3.84287 3.10554  0.119
H37 -10.23768 4.54152 2.65004  0.137
H38 -10.89303 3.45581 0.67257  0.111
H39 -10.19523 1.77758 0.54551  0.110
H40 -9.17439 3.31012 0.69759  0.105
C19 3.34360 1.41644 -5.53751  -0.101
C20 3.38194 2.72655 -6.26966  -0.256
C21 3.85170 2.42516 -7.62747  -0.148
N3 3.99925 3.69291 -8.49319  -0.221
C22 5.23145 4.59944 -8.02346  -0.072
C23 6.53058 3.81469 -8.16041  -0.169
C24 6.79490 3.26501 -9.57405  -0.153
C25 5.56631 2.52012 -10.17100  -0.150
C26 4.24760 3.29090 -9.97716  -0.097
C27 2.74608 4.65304 -8.53224  0.054
H41 4.25403 0.82440 -5.63085  0.088
H42 2.43090 0.85618 -5.74043  0.086
H43 3.09113 1.56690 -4.48788  0.082
H44 4.09271 3.36788 -5.74849  0.119
H45 2.38056 3.15685 -6.28272  0.119
H46 3.12815 1.77621 -8.12087  0.147
H47 4.78535 1.87606 -7.74943  0.122
H48 4.96446 5.05054 -7.06779  0.122
H49 5.19023 5.47924 -8.66560  0.132
H50 6.70893 3.10494 -7.35261  0.113
H51 7.33651 4.54238 -8.06521  0.123
H52 7.59732 2.52825 -9.61189  0.124
H53 7.01735 4.11537 -10.21864  0.125
H54 5.53299 1.52656 -9.72397  0.107
H55 5.67385 2.38229 -11.24690  0.130
H56 3.38138 2.72831 -10.32539  0.132
H57 4.21285 4.24543 -10.50231  0.134
H58 2.00738 4.05644 -9.06750  0.107
H59 2.93750 5.53244 -9.14715  0.111
H60 2.53031 4.81589 -7.47629  0.089
C28 8.15706 -4.86468 1.98702  -0.090
C29 9.31498 -4.64307 0.99295  -0.231
C30 10.45807 -5.66819 1.22335  -0.083
N4 11.79064 -5.23772 0.49668  -0.212
C31 11.52214 -5.12230 -1.02340  -0.076
C32 11.40471 -6.55248 -1.60941  -0.182
C33 12.50972 -7.51018 -1.27602  -0.184
C34 12.69204 -7.60484 0.20209  -0.172
C35 12.90010 -6.24987 0.85286  -0.099
C36 12.30059 -3.92057 1.09416  0.029
H61 7.16822 -4.55542 1.64841  0.078
H62 8.34539 -4.44338 2.97452  0.080
H63 8.12082 -5.90785 2.30103  0.075
H64 9.55210 -3.57932 1.01039  0.095
H65 8.91715 -4.70522 -0.01996  0.097
H66 10.05837 -6.56689 0.75359  0.116
H67 10.62181 -6.01335 2.24422  0.143
H68 10.62674 -4.56926 -1.30713  0.121
H69 12.39288 -4.64695 -1.47503  0.136
H70 10.42714 -6.88161 -1.25709  0.107
H71 11.35222 -6.46737 -2.69481  0.127
H72 12.32946 -8.45210 -1.79408  0.137
H73 13.38521 -7.00329 -1.68181  0.130
H74 11.81136 -8.04975 0.66528  0.117
H75 13.43491 -8.36891 0.43108  0.141
H76 12.96155 -6.45025 1.92253  0.141
H77 13.86468 -5.80683 0.60510  0.142
H78 13.15519 -3.57998 0.50955  0.113
H79 12.51725 -4.14363 2.13886  0.116
H80 11.52709 -3.15359 1.05471  0.088
C37 1.62913 -6.21075 5.22289  -0.070
C38 1.50799 -5.10342 6.32870  -0.224
C39 0.06299 -4.67302 6.56574  -0.075
N5 -0.11559 -3.48909 7.70294  -0.202
C40 -1.65297 -3.03321 7.57863  -0.088
C41 -1.91895 -1.79178 8.37722  -0.151
C42 -0.94759 -0.67588 7.86099  -0.208
C43 0.51058 -0.96169 8.06249  -0.155
C44 0.83369 -2.29832 7.34037  -0.094
C45 0.31128 -4.06620 9.06371  0.037
H81 1.53355 -5.85178 4.19814  0.077
H82 0.80620 -6.92420 5.17960  0.075
H83 2.60580 -6.66582 5.38755  0.081
H84 2.14837 -4.28790 5.99261  0.102
H85 1.96709 -5.44129 7.25776  0.105
H86 -0.54377 -5.45580 7.02092  0.126
H87 -0.43046 -4.28323 5.67541  0.126
H88 -1.82353 -2.85687 6.51660  0.128
H89 -2.25818 -3.87804 7.90739  0.129
H90 -2.94938 -1.44233 8.31235  0.126
H91 -1.65689 -1.94232 9.42449  0.117
H92 -1.07393 -0.33333 6.83395  0.119
H93 -1.20726 0.16046 8.51000  0.116
H94 1.08252 -0.11583 7.68104  0.128
H95 0.63381 -1.10683 9.13573  0.117
H96 0.80291 -2.25430 6.25169  0.131
H97 1.83868 -2.69312 7.48943  0.118
H98 0.12950 -3.22889 9.73748  0.091
H99 1.36275 -4.35007 9.10767  0.107
H100 -0.38299 -4.86876 9.31271  0.112
C46 -5.27642 1.74269 -3.64462  -0.084
C47 -6.58908 1.13587 -4.16646  -0.232
C48 -6.83940 1.44919 -5.64700  -0.116
N6 -8.32560 1.38819 -6.13470  -0.234
C49 -9.04562 0.10341 -5.61512  -0.084
C50 -10.54884 0.06378 -5.95644  -0.190
C51 -11.36273 1.24850 -5.59802  -0.151
C52 -10.59822 2.63416 -5.99614  -0.113
C53 -9.08900 2.60412 -5.58870  -0.094
C54 -8.33317 1.49343 -7.68829  0.052
H101 -5.25243 2.78197 -3.97235  0.077
H102 -4.37919 1.18609 -3.91533  0.082
H103 -5.23618 1.82666 -2.55860  0.073
H104 -7.36416 1.63933 -3.58867  0.097
H105 -6.65295 0.04880 -4.11857  0.112
H106 -6.23020 0.81057 -6.28666  0.138
H107 -6.54192 2.47652 -5.85725  0.121
H108 -8.96110 0.06195 -4.52919  0.124
H109 -8.61249 -0.73285 -6.16393  0.138
H110 -10.88288 -0.85685 -5.47793  0.135
H111 -10.56107 0.01437 -7.04525  0.117
H112 -11.41606 1.26999 -4.50954  0.102
H113 -12.43128 1.20080 -5.80782  0.127
H114 -11.07309 3.50085 -5.53630  0.115
H115 -10.83413 2.93814 -7.01596  0.108
H116 -9.08805 2.59481 -4.49874  0.124
H117 -8.50070 3.40347 -6.03928  0.129
H118 -8.01019 0.55915 -8.14754  0.117
H119 -7.82588 2.42134 -7.95237  0.115
H120 -9.36566 1.63053 -8.00969  0.093
C55 6.70711 2.89009 0.32459  -0.058
C56 6.79897 4.47650 0.13252  -0.206
C57 8.09939 5.08757 0.56867  -0.160
N7 8.32844 6.54785 0.14227  -0.194
C58 8.49239 6.66649 -1.46199  -0.045
C59 8.60289 8.13233 -1.87796  -0.165
C60 7.60115 9.08790 -1.18231  -0.142
C61 7.29760 8.84452 0.34097  -0.170
C62 7.14892 7.40759 0.61846  -0.151
C63 9.68065 6.96000 0.88836  0.057
H121 7.19568 2.36747 -0.49775  0.071
H122 5.65750 2.60805 0.24168  0.067
H123 7.02018 2.50588 1.29539  0.076
H124 6.06150 5.02629 0.71730  0.098
H125 6.61822 4.71090 -0.91652  0.098
H126 8.98090 4.53182 0.24902  0.135
H127 8.26883 5.21544 1.63780  0.129
H128 7.54392 6.26286 -1.81640  0.110
H129 9.33112 6.05886 -1.80166  0.138
H130 8.28220 8.16072 -2.91932  0.118
H131 9.61819 8.50357 -2.01740  0.122
H132 6.67886 8.90520 -1.73374  0.106
H133 7.69495 10.15544 -1.38140  0.126
H134 6.42142 9.41145 0.65560  0.128
H135 8.07919 9.32616 0.92854  0.118
H136 6.20596 7.12200 0.15222  0.130
H137 7.02825 7.19358 1.68042  0.140
H138 10.47293 6.23354 0.70761  0.107
H139 9.57936 6.96865 1.97360  0.108
H140 10.06653 7.93768 0.59964  0.106
C64 -0.12170 4.60658 2.61822  -0.089
C65 -0.09389 5.60748 3.77379  -0.212
C66 0.29871 7.06893 3.33777  -0.100
N8 0.47709 8.15747 4.44433  -0.235
C67 -0.72983 8.38602 5.37273  -0.088
C68 -1.85114 9.01717 4.60976  -0.165
C69 -1.53840 10.31164 3.78370  -0.152
C70 -0.32757 10.08045 2.90258  -0.172
C71 0.86129 9.46304 3.68342  -0.090
C72 1.69021 7.72725 5.24691  0.016
H141 -1.16099 4.67917 2.29776  0.074
H142 -0.11024 3.56060 2.92463  0.084
H143 0.54718 4.83439 1.78827  0.080
H144 0.67126 5.23061 4.45246  0.101
H145 -1.07958 5.70097 4.22961  0.106
H146 -0.47769 7.52704 2.72503  0.112
H147 1.22025 7.03485 2.75664  0.127
H148 -1.04396 7.40784 5.73681  0.131
H149 -0.47295 9.06906 6.18239  0.152
H150 -2.39027 8.33685 3.95051  0.116
H151 -2.56864 9.35180 5.35897  0.129
H152 -2.41158 10.61291 3.20500  0.125
H153 -1.29626 11.16646 4.41516  0.126
H154 -0.48086 9.40744 2.05899  0.103
H155 -0.01825 11.00470 2.41454  0.131
H156 1.70865 9.28687 3.02081  0.130
H157 1.27150 10.19646 4.37763  0.138
H158 2.47967 7.48140 4.53669  0.104
H159 1.45960 6.81664 5.79981  0.105
H160 2.00719 8.59929 5.81889  0.115
C73 -12.37298 -4.86583 5.39087  -0.084
C74 -11.19392 -5.85282 5.50992  -0.210
C75 -10.05955 -5.20126 4.72047  -0.132
N9 -8.64779 -5.88498 4.78543  -0.199
C76 -7.62045 -4.86266 4.23509  -0.122
C77 -6.24358 -5.47235 4.04599  -0.174
C78 -6.28318 -6.68572 3.12450  -0.220
C79 -7.12612 -7.76318 3.70206  -0.160
C80 -8.57397 -7.16711 3.89958  -0.051
C81 -8.37243 -6.08004 6.32147  0.042
H161 -11.99264 -3.92334 5.78475  0.075
H162 -13.28360 -5.10527 5.93998  0.092
H163 -12.74238 -4.74958 4.37198  0.082
H164 -11.40584 -6.84280 5.10605  0.118
H165 -11.04820 -5.99531 6.58069  0.113
H166 -9.81953 -4.19987 5.07782  0.115
H167 -10.15761 -5.00501 3.65278  0.134
H168 -7.81805 -4.57332 3.20293  0.135
H169 -7.56980 -3.97981 4.87236  0.130
H170 -5.51318 -4.73743 3.70758  0.127
H171 -5.88794 -5.83946 5.00872  0.107
H172 -6.64619 -6.50339 2.11302  0.123
H173 -5.29234 -7.09589 2.92931  0.126
H174 -7.06135 -8.63030 3.04479  0.133
H175 -6.69706 -8.12784 4.63534  0.119
H176 -8.92422 -6.94039 2.89260  0.133
H177 -9.26968 -7.90802 4.29348  0.132
H178 -7.35550 -6.39474 6.55579  0.093
H179 -8.93628 -6.89883 6.76841  0.110
H180 -8.56976 -5.13150 6.82091  0.111
B1 -0.35435 -2.30488 0.93235  -1.422
F1 -1.28879 -1.97305 1.90945  0.088
F2 -0.51580 -1.58013 -0.19126  0.130
F3 0.96879 -2.16803 1.31181  0.097
F4 -0.54860 -3.58643 0.48414  0.106


(2)
Molecular formula: C9H6N4
Method: DFT, wB97M-V/def2-TZVPD

spin multiplicity	1
E_tot	-15386.894	eV
lowest unoccupied orbital energy	-0.18	eV
total charge	0
HOMO	-8.9	eV
orbital gap	8.77	eV
energy above the lowest of the compared OMol25 structures with the same formula, charge and spin	390.4	kJ/mol
maximum force	9.7	eV Å⁻¹

Last column: Löwdin charge in e.
Geometry (Å):
N1 1.37440 0.00904 1.84230  0.198
C1 1.87396 0.18958 0.70935  -0.134
C2 2.18398 0.77461 -0.59737  -0.257
C3 2.34383 -0.18483 -1.64530  -0.220
N2 2.44234 -1.02919 -2.43944  0.185
C4 0.97385 1.74193 -1.03003  -0.069
N3 -0.22760 1.67268 -0.62069  0.123
C5 -0.80018 0.47056 0.00496  -0.244
C6 -0.92492 -0.82814 -0.62149  -0.016
C7 -1.69035 -1.74457 0.07790  -0.083
C8 -2.15381 -1.40870 1.36946  -0.109
N4 -2.09067 -0.13723 1.99042  0.067
C9 -1.48613 0.79585 1.22912  -0.123
H1 3.20108 1.29089 -0.42098  0.184
H2 1.32904 2.56549 -1.54259  0.090
H3 -0.43754 -1.10853 -1.56859  0.112
H4 -1.98150 -2.60895 -0.41337  0.079
H5 -2.50676 -2.24773 2.04864  0.116
H6 -1.42305 1.78724 1.62772  0.102


The lowest total charge belongs to which entry? C9H6N4


spin multiplicity of number 2 (C9H6N4)? 1


Which value of energy above the lowest of the compared OMol25 structures with the same formula, charge and spin does entry 1 give? 0.0 kJ/mol